No. 1
This record from the OMol25 dataset describes a structure of composition C45H39Cl5N8O5TeTl. The level of theory is the ωB97M-V functional and the def2-TZVPD basis.

Results
DFT total energy = -5293.855360 hartree
net charge = 0
lowest unoccupied orbital energy (alpha / beta) = -0.043 / -0.051 hartree
energy above the lowest of the compared OMol25 structures with the same formula, charge and spin = 16.9 kcal/mol
HOMO (alpha / beta) = -7.1 / -9.1 eV
HOMO-LUMO gap (alpha / beta) = 5.958 / 7.685 eV
2S+1 = 2

Geometry (Å):
Tl 0.01855 -0.56312 0.25768
Cl 0.08540 0.43275 3.97972
C 1.48052 0.99032 3.10957
C 1.54184 0.84715 1.73475
C 2.71936 1.22575 1.11930
Cl 2.92308 0.97473 -0.60508
C 3.80419 1.75995 1.81523
Cl 5.25666 2.21203 1.00328
C 3.70626 1.90928 3.19516
Cl 5.03145 2.54345 4.08893
C 2.53865 1.51961 3.84884
Cl 2.43826 1.66227 5.56244
C 4.68770 -1.83753 3.30124
C 3.32675 -1.88281 3.56402
C 2.43140 -2.07719 2.52397
C 2.90885 -2.24855 1.23125
C 4.27553 -2.23750 0.96397
C 5.16117 -2.01834 2.00275
N 1.91590 -2.41076 0.22841
N 2.28079 -2.91945 -0.83365
C 1.26810 -3.00808 -1.83733
C 1.50496 -3.91802 -2.85463
C 0.54630 -4.06667 -3.84274
C -0.58925 -3.27758 -3.79915
C -0.71997 -2.36009 -2.76582
N 0.18634 -2.23388 -1.80294
H 5.38876 -1.65959 4.10705
H 2.95626 -1.75609 4.57388
H 1.35959 -2.11502 2.69321
H 4.61899 -2.37096 -0.05289
H 6.22479 -1.98600 1.80557
H 2.41178 -4.50663 -2.82848
H 0.68400 -4.79235 -4.63400
H -1.36847 -3.36873 -4.54325
H -1.57800 -1.70172 -2.68885
O -4.80025 -2.03381 3.92113
C -4.80417 -0.72178 3.78730
O -5.64471 -0.01561 4.29408
C -3.71270 -0.11678 2.97091
C -3.60626 1.24177 2.76670
N -2.54868 1.44070 1.96603
N -1.95416 0.29509 1.63794
C -2.63967 -0.66479 2.22743
C -2.14570 -2.07540 2.07479
O -2.79011 -2.97784 2.62287
O -1.08218 -2.25012 1.39462
H -4.02966 -2.45049 3.42762
H -4.21931 2.04146 3.14742
H -2.13019 2.30046 1.61504
N -0.05108 4.56129 1.16783
N -0.81026 3.52826 0.54576
H 0.93776 4.47452 0.95480
H -0.16095 4.46920 2.16910
H -0.31933 2.63733 0.54937
H -1.02079 3.80769 -0.40331
C 1.21003 7.46778 -6.04462
C 0.84584 6.23807 -5.25878
C -0.05771 5.30887 -5.75557
C -0.40313 4.14980 -5.06761
C -1.40377 3.23398 -5.72892
C 0.20588 3.92346 -3.82533
Te -0.07061 2.14776 -2.70351
N -2.01470 2.13898 -2.72027
C -2.53691 1.07793 -2.09465
O -1.95930 0.24818 -1.35538
C -3.99718 0.85343 -2.40264
C -4.51233 -0.42840 -2.23664
C -5.78441 -0.73828 -2.69791
C -6.55832 0.24181 -3.30253
C -6.07034 1.53836 -3.41427
C -4.79208 1.84288 -2.97495
C 0.27499 0.78652 -4.28883
C -0.80194 0.11056 -4.83802
C -0.59519 -0.77302 -5.88714
C 0.69144 -0.98290 -6.36095
C 1.76397 -0.31102 -5.79015
C 1.57953 0.58854 -4.74391
C 2.75423 1.33067 -4.15771
C 1.10543 4.85764 -3.28125
C 1.77316 4.74027 -1.92463
C 1.40217 6.00170 -4.01120
H 0.63469 7.52820 -6.96694
H 2.26958 7.45810 -6.30520
H 1.02347 8.37189 -5.46353
H -0.52083 5.48562 -6.72083
H -2.13376 3.83482 -6.27128
H -1.93850 2.62400 -5.00640
H -0.90711 2.58451 -6.45345
H -3.90583 -1.17059 -1.73217
H -6.16636 -1.74538 -2.59093
H -7.54422 -0.00079 -3.67863
H -6.68576 2.30847 -3.86170
H -4.40140 2.84710 -3.07133
H -1.80578 0.28828 -4.46704
H -1.43757 -1.28581 -6.33372
H 0.86195 -1.66263 -7.18636
H 2.76636 -0.47486 -6.16852
H 3.64297 1.19049 -4.77053
H 2.99087 0.97238 -3.15197
H 2.55754 2.40465 -4.09902
H 1.52083 3.83352 -1.37945
H 1.48707 5.58803 -1.29979
H 2.85918 4.76298 -2.02919
H 2.08778 6.72758 -3.58489

Cartesian forces (eV/Å) of the 3 atoms listed first:
-0.1 0.5 0.5
0.0 0.0 0.0
-0.1 0.1 0.0

***

No. 2
This record from the OMol25 dataset describes a structure of composition C45H39IrN3O2P2 in a non-equilibrium geometry. The level of theory is the ωB97M-V functional and the def2-TZVPD basis.

Results
DFT total energy = -2838.422599 hartree
net charge = +4
lowest unoccupied orbital energy (alpha / beta) = -0.394 / -0.556 hartree
HOMO (alpha / beta) = -18.1 / -18.1 eV
HOMO-LUMO gap (alpha / beta) = 7.338 / 2.944 eV
2S+1 = 6

Geometry (Å):
Ir 0.13552 1.60748 -0.09100
C -0.98918 -1.72132 0.02980
N -0.00578 -2.37412 -0.76540
C 1.32942 -1.85282 -0.73060
P 1.63302 -0.02262 -1.10640
C 3.14042 0.26628 -0.12720
C 3.31842 1.59408 0.28560
C 4.36272 1.93328 1.12050
C 5.27512 0.95678 1.50170
C 5.11652 -0.35782 1.07860
C 4.04502 -0.71202 0.27590
C 2.26042 -0.03572 -2.82080
C 3.36122 -0.84772 -3.12410
C 3.86622 -0.86732 -4.40990
C 3.31462 -0.04892 -5.38700
C 2.22472 0.76088 -5.08560
C 1.70212 0.77948 -3.80150
C -0.23568 -3.60212 -1.35790
C -1.00358 -4.57952 -0.68870
C -1.10538 -5.85542 -1.19030
C -0.49668 -6.19762 -2.39850
C 0.19412 -5.21472 -3.11250
C 0.34682 -3.94742 -2.59740
P -1.72418 -0.20842 -0.88850
C -3.31038 -0.87192 -1.50990
C -3.26748 -1.81172 -2.54690
C -4.43698 -2.38442 -3.00980
C -5.65808 -1.98042 -2.48100
C -5.69998 -1.05722 -1.44240
C -4.53588 -0.47522 -0.97030
C -2.24138 0.92358 0.46270
C -2.55898 2.23498 0.02850
C -3.11718 3.15068 0.90660
C -3.36328 2.77968 2.21990
C -3.06518 1.48978 2.65280
C -2.49188 0.56688 1.79540
H -0.54138 -1.34622 0.95710
H -1.82718 -2.38612 0.24600
H 1.94842 -2.44202 -1.41260
H 1.72632 -1.99342 0.28750
H 2.62472 2.35698 -0.07990
H 4.47912 2.95168 1.45670
H 6.12182 1.22478 2.11410
H 5.82862 -1.11322 1.37320
H 3.93622 -1.74362 -0.02620
H 3.83832 -1.44292 -2.35940
H 4.70532 -1.50452 -4.64180
H 3.74822 -0.02582 -6.37640
H 1.78382 1.37958 -5.85210
H 0.86412 1.41908 -3.55790
H -1.41198 -4.36252 0.28480
H -1.61518 -6.60982 -0.61130
H -0.54448 -7.21272 -2.76590
H 0.60322 -5.45652 -4.08170
H 0.86052 -3.19742 -3.18040
H -2.32138 -2.07522 -2.99940
H -4.40058 -3.12402 -3.79530
H -6.57658 -2.36462 -2.90090
H -6.64718 -0.79842 -0.98860
H -4.59498 0.25928 -0.18120
H -2.46328 2.48218 -1.02340
H -3.37848 4.13928 0.56120
H -3.80518 3.48728 2.90300
H -3.31208 1.19498 3.66090
H -2.28268 -0.43202 2.15150
O 0.12592 -2.49082 6.66530
C -0.01708 -2.37362 5.38400
O -0.39228 -3.25142 4.64970
C 0.26102 -1.03832 4.70300
C 0.87332 -1.10612 3.45030
C 0.94332 0.02108 2.66690
C 0.39112 1.23798 3.09340
C -0.14768 1.31628 4.38250
C -0.21098 0.18118 5.17880
N 0.32722 2.23358 2.12690
C 0.29542 3.49958 2.33160
C 0.20052 4.40328 1.20230
C 0.19322 5.79158 1.35060
C 0.15722 6.59668 0.22020
C 0.12172 5.99908 -1.02850
C 0.11242 4.60928 -1.10080
N 0.15142 3.83868 -0.02540
H 0.49322 -1.74562 7.16740
H 1.26072 -2.05332 3.10430
H 1.44172 0.00868 1.70490
H -0.53978 2.24488 4.76580
H -0.66638 0.25648 6.15650
H 0.37182 3.93948 3.32420
H 0.22162 6.23048 2.33530
H 0.16782 7.67198 0.31250
H 0.11082 6.58448 -1.93310
H 0.08702 4.11368 -2.06470

Cartesian forces (eV/Å) of the 3 atoms listed first:
0.4 0.5 0.7
-0.9 0.6 0.3
-0.2 -0.9 -0.6

***

No. 3
This record from the OMol25 dataset describes a structure of composition C45H39NOP2S3Tl in a non-equilibrium geometry. The level of theory is the ωB97M-V functional and the def2-TZVPD basis.

Results
DFT total energy = -3917.983345 hartree
net charge = -1
lowest unoccupied orbital energy = 0.087 hartree
HOMO = -3.3 eV
HOMO-LUMO gap = 5.697 eV

Geometry (Å):
Tl 0.56001 0.06742 -1.11296
S 3.32895 0.06477 0.04426
P 2.04020 0.54073 1.49179
C 0.39166 0.12115 1.18090
P -0.11407 -1.50806 1.39951
S -0.85403 -2.36155 -0.26565
C -1.41042 -1.53550 2.70332
C -1.71680 -0.37665 3.40292
C -2.72217 -0.37833 4.36851
C -3.42670 -1.54240 4.63528
C -3.12432 -2.71010 3.93672
C -2.12325 -2.70513 2.97758
C 1.14230 -2.63231 2.10771
C 2.07122 -3.20962 1.24194
C 3.08137 -4.02107 1.73763
C 3.17272 -4.26542 3.10217
C 2.25770 -3.68788 3.97082
C 1.24749 -2.87192 3.47617
C 2.09577 2.35511 1.74834
C 3.20526 2.93973 2.35967
C 3.28298 4.31563 2.51292
C 2.25333 5.12515 2.04579
C 1.15226 4.54945 1.42965
C 1.06896 3.16884 1.28419
C 2.67368 -0.05243 3.10880
C 1.97548 0.30654 4.26427
C 2.40528 -0.11925 5.51140
C 3.54164 -0.91468 5.61584
C 4.23599 -1.27896 4.47173
C 3.80396 -0.84995 3.21967
H -1.16424 0.52669 3.16546
H -2.95627 0.53365 4.90473
H -4.21452 -1.54351 5.37914
H -3.67448 -3.62127 4.13958
H -1.89370 -3.60818 2.42317
H 1.99571 -3.02013 0.17929
H 3.79911 -4.46169 1.05648
H 3.96422 -4.89549 3.48969
H 2.33249 -3.86517 5.03708
H 0.54630 -2.41258 4.16225
H 4.01655 2.31292 2.71134
H 4.14858 4.75776 2.99097
H 2.31288 6.20048 2.16180
H 0.34839 5.17435 1.05850
H 0.20062 2.72489 0.81433
H 1.08842 0.92589 4.17753
H 1.85699 0.16715 6.40134
H 3.88069 -1.25089 6.58884
H 5.11599 -1.90632 4.54883
H 4.33434 -1.13028 2.31754
O -1.23691 2.05761 -0.96780
S -2.55173 2.28772 -1.64899
C -3.73262 1.18637 -0.88379
C -3.36594 0.59601 0.31193
C -4.28622 -0.22161 0.96411
C -5.54887 -0.41815 0.42902
C -5.90773 0.19370 -0.76948
C -4.99927 0.99922 -1.43257
C -2.48600 1.53602 -3.26020
C -2.43015 0.15701 -3.44417
C -2.33662 -0.34646 -4.72907
C -2.29997 0.51857 -5.81717
C -2.33795 1.89124 -5.62386
C -2.42939 2.40670 -4.33755
H -2.36165 0.74085 0.69978
H -4.00116 -0.71594 1.88241
H -6.25658 -1.05973 0.93925
H -6.89062 0.02920 -1.19412
H -5.26309 1.46336 -2.37547
H -2.44438 -0.51213 -2.59128
H -2.26659 -1.41625 -4.88236
H -2.20541 0.11646 -6.81773
H -2.27283 2.56310 -6.47069
H -2.44305 3.47777 -4.16820
C 1.48162 2.87088 -4.70088
C 1.30361 1.44485 -5.13908
C 1.37738 1.09652 -6.47225
C 1.23668 -0.22176 -6.90407
C 1.03279 -1.19506 -5.93547
C 0.95345 -0.90394 -4.57757
C 0.75728 -2.02901 -3.60827
C 1.08259 0.44865 -4.12085
N 1.11811 0.94366 -2.86397
H 1.45395 3.54685 -5.56049
H 2.43221 3.00856 -4.17571
H 0.70702 3.15246 -3.98248
H 1.54560 1.88611 -7.20241
H 1.29427 -0.47770 -7.95512
H 0.93446 -2.23376 -6.24087
H 0.68763 -2.98053 -4.14075
H -0.15944 -1.92676 -3.02356
H 1.58105 -2.10229 -2.88694

Cartesian forces (eV/Å) of the 3 atoms listed first:
0.1 0.6 0.1
0.1 0.0 0.2
0.4 0.2 0.1